(1)
102
Properties=species:S:1:pos:R:3:forces:R:3:lowdin_charge:R:1 method="wB97M-V/def2-TZVPD" gap_ha=0.2665 total_charge=-1 relative_energy_kj_mol=73.1
Ba 0.1294 -0.9517 0.6537 0.29 0.28 0.42 1.82
O 1.2306 -3.7604 -3.1566 0.02 0.01 -0.01 0.06
C 0.7620 -3.0171 -2.3081 -0.05 0.09 0.15 -0.48
N 1.4214 -2.1768 -1.4534 0.22 -0.15 -0.45 0.01
C 2.7097 -1.8851 -1.7797 -0.12 0.02 0.19 -0.48
O 3.2765 -1.9415 -2.8605 0.04 0.05 -0.02 0.05
C 3.5547 -1.4066 -0.5970 -0.08 0.03 0.02 -0.20
C 4.9409 -1.4467 -0.7282 0.02 0.00 0.01 0.00
C 5.7314 -1.0952 0.3493 -0.10 0.00 0.02 -0.06
C 5.1112 -0.6957 1.5281 0.09 0.02 -0.05 -0.07
C 3.7318 -0.6488 1.5562 -0.22 -0.07 0.01 -0.16
N 2.9586 -0.9931 0.5220 0.27 -0.04 0.09 0.00
C -0.7439 -3.0952 -2.1064 0.11 0.06 0.05 -0.22
C -1.5128 -3.5007 -3.1917 -0.13 -0.06 0.07 0.00
C -2.8807 -3.6093 -3.0381 0.06 0.05 0.13 -0.05
C -3.4337 -3.3470 -1.7888 0.02 -0.04 -0.09 -0.06
C -2.5917 -2.9619 -0.7660 0.08 0.13 0.10 -0.14
N -1.2700 -2.8061 -0.9151 -0.21 -0.11 -0.21 0.00
H 5.3433 -1.7675 -1.6784 0.02 0.01 0.01 0.11
H 6.8113 -1.1369 0.2784 0.00 0.00 0.01 0.10
H 5.6764 -0.4181 2.4077 0.03 -0.01 -0.02 0.10
H 3.2144 -0.3249 2.4553 -0.04 -0.02 -0.03 0.11
H -1.0063 -3.7081 -4.1222 -0.02 -0.01 -0.01 0.12
H -3.5115 -3.8900 -3.8721 0.00 0.00 0.00 0.10
H -4.4969 -3.4242 -1.6072 0.00 -0.01 -0.02 0.10
H -2.9909 -2.7578 0.2242 0.04 0.02 0.00 0.11
C -2.3318 -2.0069 5.0668 0.00 0.03 0.02 -0.04
C -1.2938 -1.3726 4.1869 -0.01 -0.04 0.02 -0.31
N -0.6861 -1.9818 3.2374 0.02 -0.04 -0.10 -0.06
N -1.0028 -3.2709 2.9632 -0.11 0.05 -0.02 0.04
C -0.0854 -3.7961 2.1314 -0.01 -0.10 -0.02 -0.55
O 0.9850 -3.2628 1.7737 -0.01 0.01 -0.10 -0.18
C -0.4472 -5.1364 1.5574 0.01 -0.02 0.00 -0.15
C 0.2440 -5.5688 0.4296 0.00 -0.02 -0.01 -0.02
C -0.0998 -6.7617 -0.1892 -0.02 0.02 0.01 -0.08
C -1.1270 -7.5408 0.3279 0.02 0.02 0.01 -0.11
C -1.8120 -7.1181 1.4607 0.00 -0.01 -0.01 -0.10
C -1.4797 -5.9163 2.0687 -0.01 0.00 0.01 -0.04
C -0.9039 0.0367 4.3946 0.00 0.08 -0.03 -0.25
C -1.5270 0.8131 5.3776 -0.02 -0.03 0.02 -0.04
C -1.1392 2.1274 5.5627 0.00 0.02 0.02 -0.08
C -0.1292 2.6464 4.7713 -0.02 0.02 0.01 -0.07
C 0.4298 1.8089 3.8174 0.02 -0.04 0.03 -0.15
N 0.0644 0.5518 3.6165 0.00 -0.01 -0.01 0.10
H -2.4000 -3.0627 4.8219 0.01 0.00 -0.01 0.06
H -3.3130 -1.5486 4.9080 0.00 0.00 0.01 0.08
H -2.0817 -1.8984 6.1252 0.00 0.00 0.00 0.07
H 1.0333 -4.9399 0.0373 0.00 0.00 0.01 0.11
H 0.4271 -7.0729 -1.0826 0.00 0.00 0.00 0.10
H -1.3986 -8.4726 -0.1538 0.00 0.00 0.00 0.09
H -2.6152 -7.7234 1.8643 0.00 0.00 0.00 0.09
H -2.0192 -5.5615 2.9365 0.00 -0.01 -0.01 0.10
H -2.3123 0.3861 5.9853 0.01 0.00 -0.01 0.10
H -1.6188 2.7365 6.3192 0.00 0.00 0.00 0.10
H 0.2171 3.6652 4.8789 0.00 0.00 0.00 0.10
H 1.2285 2.1744 3.1824 0.00 0.00 -0.03 0.08
C 1.7218 1.8438 -1.3611 0.00 0.02 0.04 -0.16
N 2.1612 3.0984 -1.9817 0.00 0.01 0.01 -0.07
C 3.4154 3.5068 -1.3549 -0.01 0.01 0.00 -0.18
N 3.2797 3.6973 0.0949 -0.01 0.00 0.00 -0.08
C 2.8125 2.4305 0.6636 -0.02 -0.02 -0.02 -0.19
N 1.5305 1.9896 0.0993 0.00 -0.01 -0.09 -0.10
C 0.5332 3.0555 0.3134 0.01 -0.04 -0.01 -0.17
N 0.9582 4.3350 -0.2635 0.00 0.00 -0.01 -0.08
C 1.1546 4.1262 -1.7014 0.02 -0.02 0.00 -0.17
C 2.2423 4.7062 0.3247 0.00 -0.01 0.00 -0.18
H 2.4727 1.0716 -1.5443 0.00 0.01 -0.01 0.12
H 0.7799 1.5280 -1.8053 -0.01 -0.01 -0.02 0.09
H 3.7487 4.4469 -1.8023 0.00 0.00 0.00 0.12
H 4.1723 2.7415 -1.5394 0.00 -0.01 0.00 0.13
H 2.7118 2.5475 1.7454 0.01 0.01 0.00 0.11
H 3.5644 1.6663 0.4659 0.00 -0.01 0.00 0.11
H 0.3693 3.1831 1.3841 0.00 0.01 0.02 0.11
H -0.4049 2.7433 -0.1442 0.01 0.01 0.00 0.10
H 1.4744 5.0672 -2.1581 0.01 0.01 0.00 0.12
H 0.2056 3.8244 -2.1405 -0.02 -0.01 -0.02 0.10
H 2.1150 4.8407 1.4023 0.00 0.00 0.01 0.12
H 2.5716 5.6545 -0.1078 0.00 0.00 -0.01 0.12
N -1.0311 5.9988 -4.9887 -0.02 0.01 -0.02 0.09
C -1.1964 4.7297 -4.4255 0.00 -0.03 0.02 -0.34
C -0.4050 3.6614 -4.8393 0.00 0.03 0.01 -0.04
C -0.5882 2.3992 -4.2972 0.02 -0.02 0.01 -0.06
C -1.5705 2.1910 -3.3432 -0.06 -0.03 0.02 -0.29
C -2.3773 3.2470 -2.9342 0.01 0.01 0.00 -0.06
C -2.1899 4.5080 -3.4669 0.01 0.00 -0.01 -0.04
S -1.8249 0.5705 -2.6601 0.01 0.08 -0.12 0.54
O -0.8046 -0.2561 -3.2485 -0.02 0.00 0.00 -0.29
O -3.2149 0.2466 -2.8997 -0.03 -0.04 0.03 -0.36
N -1.5054 0.7267 -1.1086 -0.06 -0.15 0.05 -0.24
C -2.4645 0.8449 -0.1653 0.03 -0.03 0.09 -0.77
S -4.2068 0.8551 -0.3933 -0.10 0.08 -0.02 1.03
C -4.4119 1.0534 1.3149 0.08 -0.09 -0.07 -0.42
C -3.2084 1.0385 1.9244 -0.05 0.12 0.06 -0.27
N -2.1108 0.9300 1.1069 -0.04 -0.07 -0.13 -0.07
H -0.1190 6.1660 -5.3822 0.01 0.00 0.01 0.08
H -1.3313 6.7602 -4.4013 0.01 0.00 0.01 0.08
H 0.3726 3.8236 -5.5771 0.00 0.00 0.00 0.11
H 0.0360 1.5680 -4.5982 0.00 0.01 0.00 0.12
H -3.1518 3.0790 -2.1949 0.00 0.00 0.00 0.10
H -2.8147 5.3325 -3.1427 0.00 0.00 0.00 0.11
H -5.3904 1.1335 1.7576 0.01 -0.01 0.03 0.05
H -3.0516 1.1216 2.9913 0.00 0.00 0.00 0.09



(2)
37
Properties=species:S:1:pos:R:3:forces:R:3:lowdin_charge:R:1 method="wB97M-V/def2-TZVPD" gap_ha=0.1882 total_charge=-1 relative_energy_kj_mol=13.8
C -0.6539 -4.7580 1.8156 0.15 0.01 0.18 -0.09
C -1.6681 -3.7027 1.4603 0.32 -0.10 -0.08 -0.28
O -1.0168 -2.4249 1.3238 -0.02 -1.07 0.20 -0.03
C -1.9778 -1.4823 1.0956 -0.89 1.82 -0.39 -0.52
C -1.5282 -0.1271 0.9536 -0.06 -2.36 0.32 -0.05
C -2.4339 0.9309 0.9533 -1.43 1.03 -0.21 -0.23
C -3.8654 0.7510 0.9390 -0.08 0.28 0.06 -0.06
C -4.7311 1.8332 0.8651 2.50 0.53 -0.14 -0.73
Cl -6.4142 1.5755 0.9623 -1.13 -0.14 -0.09 0.63
C -4.2314 3.1418 0.7421 -0.30 -0.03 0.19 -0.18
C -2.8479 3.3470 0.8600 -0.42 -0.28 -0.09 -0.13
C -1.9806 2.2800 0.9846 -0.02 -0.10 0.04 -0.08
O -3.1570 -1.8689 1.0407 0.35 -0.02 0.00 -0.03
H -1.1043 -5.7397 1.6502 0.10 -0.03 0.02 0.07
H 0.2472 -4.6683 1.2067 -0.01 -0.06 0.02 0.07
H -0.3917 -4.6823 2.8740 0.20 -0.03 -0.10 0.07
H -2.1706 -3.9509 0.5170 0.03 0.08 0.25 0.12
H -2.4264 -3.6419 2.2489 0.05 -0.03 -0.30 0.12
H -0.4807 0.0555 0.9993 0.07 -0.08 0.32 0.04
H -4.2684 -0.2530 0.9963 0.12 0.29 -0.01 0.08
H -4.9227 3.9632 0.5882 0.09 0.02 0.16 0.07
H -2.4530 4.3626 0.8692 -0.11 -0.14 -0.08 0.09
H -0.9159 2.4411 1.1120 -0.25 0.16 -0.07 0.07
C 5.5773 1.2252 -3.0422 -0.13 -0.04 0.14 -0.11
C 5.4478 -0.0830 -2.5490 -0.33 0.51 0.02 -0.09
C 4.3052 -0.4376 -1.8327 -0.33 0.13 0.03 -0.03
C 3.2983 0.5113 -1.6223 -0.43 0.05 0.23 -0.25
N 2.0679 0.1073 -1.0051 -0.67 0.11 0.65 0.16
C 1.4006 0.7435 -0.1974 1.88 1.98 0.68 -0.24
O 0.9965 1.4902 0.6306 0.51 -1.77 -1.75 0.14
C 3.4708 1.8369 -2.0296 -0.04 -0.11 -0.03 -0.03
C 4.6039 2.1928 -2.7563 0.07 -0.44 0.14 -0.09
H 6.4392 1.4975 -3.6465 -0.09 -0.06 0.16 0.09
H 6.2258 -0.8234 -2.7251 -0.15 0.18 0.00 0.10
H 4.1492 -1.4315 -1.4142 0.13 0.17 -0.27 0.11
H 2.6980 2.5658 -1.7744 0.24 -0.18 -0.22 0.12
H 4.7123 3.2231 -3.0933 0.07 -0.28 0.02 0.10



(3)
13
Properties=species:S:1:pos:R:3:forces:R:3:lowdin_charge:R:1 method="wB97M-V/def2-TZVPD" gap_ha=0.3210 relative_energy_kj_mol=722.2
C -1.5941 0.6753 -0.1946 -0.14 -2.04 -1.24 -0.20
C 0.1211 -1.4747 0.1960 0.73 -0.58 0.94 -0.09
C -0.4540 1.2212 0.4225 3.43 -4.96 0.61 0.01
C 0.8527 -0.2321 0.0178 -5.47 4.00 1.04 -0.46
N -1.8905 -0.5751 -0.3197 -0.96 1.51 -1.38 0.02
N -1.1397 -1.6059 0.1696 0.25 0.10 1.08 0.04
N 1.7872 0.1763 -0.8844 1.66 -0.39 -3.31 0.12
O 2.0390 0.0418 0.5316 2.20 -0.46 1.66 0.03
H -2.0510 1.3892 -0.8123 -1.94 0.40 -0.83 0.10
H 0.7324 -2.2444 0.6738 -0.28 -0.44 -0.51 0.13
H -0.0788 2.1336 0.1348 0.76 1.88 -0.95 0.07
H -0.5608 1.1411 1.4619 0.33 0.00 1.80 0.09
H 2.2367 -0.6463 -1.3970 -0.58 0.97 1.08 0.15